# C19H9BrF6N3O9S2Tl

A structure of composition C19H9BrF6N3O9S2Tl in a non-equilibrium geometry (ωB97M-V with the def2-TZVPD basis set, the Open Molecules 2025 dataset).

Computed properties:
molecular weight = 885.70 g mol⁻¹
relative energy (zero: lowest compared OMol25 entry of this formula, charge and spin) = 2.7 kcal per mole
HOMO level = -0.8 eV
energy = -155459.7221 eV

ORCA input file:
```
! RIJCOSX wB97M-V def2-TZVPD def2/J DEFGRID3
* xyz -2 1
Tl -0.273 0.763 -1.264
Br 1.742 4.180 5.658
C 1.040 2.954 4.385
C 0.145 1.989 4.803
C -0.376 1.108 3.872
C -0.011 1.182 2.520
C 0.879 2.187 2.129
C 1.415 3.061 3.055
N -0.578 0.354 1.561
C -0.909 -0.845 1.826
C -1.699 -1.643 0.901
C -2.179 -2.899 1.274
C -3.006 -3.585 0.405
C -3.297 -3.025 -0.831
C -2.732 -1.795 -1.143
N -1.982 -1.113 -0.295
H -0.144 1.921 5.843
H -1.106 0.372 4.182
H 1.179 2.252 1.095
H 2.117 3.820 2.741
H -0.597 -1.340 2.751
H -1.920 -3.306 2.242
H -3.437 -4.539 0.683
H -3.954 -3.522 -1.531
H -2.897 -1.319 -2.106
O -3.423 4.752 -5.532
C -3.228 3.874 -4.700
C -3.261 4.035 -3.218
O -3.846 4.918 -2.591
C -2.498 2.903 -2.666
C -2.307 1.920 -3.719
O -1.734 0.812 -3.559
C -2.850 2.457 -4.977
O -2.993 1.859 -6.043
O -2.047 2.795 -1.499
F 6.061 0.172 -0.593
C 5.238 -0.542 0.186
F 5.711 -1.792 0.237
F 5.309 -0.034 1.425
S 3.491 -0.424 -0.488
O 3.212 0.954 -0.221
O 3.585 -0.857 -1.848
N 2.781 -1.463 0.482
S 1.706 -2.471 -0.103
O 0.741 -1.965 -1.042
O 1.206 -3.305 0.950
C 2.738 -3.696 -1.127
F 2.516 -4.948 -0.682
F 2.419 -3.680 -2.418
F 4.052 -3.480 -1.012
*
```